The following is a DFT calculation (ωB97M-V/def2-TZVPD) of a 2-piece molecular cluster, CH3Cl2FSi overall at a distorted geometry.

Geometry as XYZ:
```
8
CH3Cl2FSi, DFT ωB97M-V/def2-TZVPD
Cl -0.07001 0.33535 2.32399
Cl 2.19612 1.12561 -0.06213
Si 1.37276 -0.42883 0.97020
F -0.90512 -1.05464 -1.52100
C -1.65442 0.04200 -1.21818
H -1.53374 0.75422 -2.03392
H -1.44120 0.52382 -0.26319
H 2.03562 -1.29753 1.80424
```

The value obtained for the energy above the lowest of the compared OMol25 structures with the same formula, charge and spin is 161.27 kcal per mole. Its gap between HOMO and LUMO (alpha / beta) is 8.2 / 8.1 eV. Its total charge is 0.

Mulliken population analysis, charges in e, atoms 1 to 4:
1 Cl -0.247
2 Cl -0.161
3 Si 0.492
4 F -0.174



The following is a DFT calculation (ωB97M-V/def2-TZVPD) of an isolated ion of composition CH3Cl2N4 and charge +1 at a distorted geometry.

Geometry as XYZ:
```
10
CH3Cl2N4, DFT ωB97M-V/def2-TZVPD
Cl -0.42442 -2.56280 -0.04019
Cl 2.50451 0.44994 -0.07666
N 1.13758 -0.53951 0.53673
N -0.60988 -0.06922 -0.98062
N 0.19561 0.45087 0.92884
N 0.31676 -1.08887 -0.76078
C -0.67244 0.75962 0.04566
H -1.27655 0.02384 -1.70112
H -1.18556 1.74305 0.16158
H 0.01438 0.83308 1.88658
```

As for the SMILES: ClN1NC=[NH+]N1Cl. The value obtained for the energy above the lowest of the compared OMol25 structures with the same formula, charge and spin is 52.06 kcal per mole. Its gap between HOMO and LUMO is 9.9 eV. Its total charge is +1.

Mulliken population analysis, charges in e, atoms 1 to 4:
1 Cl 0.048
2 Cl 0.057
3 N -0.022
4 N 0.008



The following is a DFT calculation (ωB97M-V/def2-TZVPD) of CH3Cl2N4 as an isolated structure at a distorted geometry.

Geometry as XYZ:
```
10
CH3Cl2N4, DFT ωB97M-V/def2-TZVPD
Cl 0.30673 -0.20874 -2.70896
Cl 0.12106 2.05407 1.56378
N -0.02445 -0.24059 -0.97106
N 0.56733 0.41072 1.11746
N -1.01498 -0.43336 1.00561
N 1.07702 0.25698 -0.11221
C -1.12291 -0.58318 -0.25333
H -1.98003 -0.89047 -0.83402
H 1.23802 1.28597 -0.51529
H 1.07286 0.05457 1.85717
```

The value obtained for the energy above the lowest of the compared OMol25 structures with the same formula, charge and spin is 83.71 kcal per mole. Its gap between HOMO and LUMO is 9.1 eV. Its total charge is +1.

Mulliken population analysis, charges in e, atoms 1 to 4:
1 Cl 0.102
2 Cl 0.110
3 N 0.001
4 N -0.056



The following is a DFT calculation (ωB97M-V/def2-TZVPD) of one molecule with the formula CH3Cl2OPS at a distorted geometry.

Geometry as XYZ:
```
9
CH3Cl2OPS, DFT ωB97M-V/def2-TZVPD
Cl 1.65093 0.82346 0.72237
Cl -1.81892 -0.98898 0.08699
S 0.22982 -1.11658 -1.36122
P 0.62630 0.98024 -1.03065
O 1.83122 1.19602 -2.01371
C -1.63252 -0.47638 1.62794
H -1.20601 -1.26018 2.32152
H 2.13638 0.26722 -2.10788
H -1.81720 0.57519 1.75463
```

The value obtained for the energy above the lowest of the compared OMol25 structures with the same formula, charge and spin is 107.15 kcal per mole. Its gap between HOMO and LUMO (alpha / beta) is 6.6 / 6.6 eV. Its total charge is 0.

Mulliken population analysis, charges in e, atoms 1 to 4:
1 Cl -0.190
2 Cl 0.096
3 S -0.389
4 P 0.311



The following is a DFT calculation (ωB97M-V/def2-TZVPD) of one molecule with the formula CH3Cl2OPS at a distorted geometry.

Geometry as XYZ:
```
9
CH3Cl2OPS, DFT ωB97M-V/def2-TZVPD
Cl -0.03084 -2.39715 -1.26397
Cl -0.70715 1.69384 0.51162
S 2.31525 -0.85263 0.37463
P -0.10947 -1.23201 0.35835
O 2.90081 -0.74061 -0.94889
C -0.41571 0.33584 -0.58225
H 0.46842 0.69202 -1.06440
H 3.06134 -2.09541 0.91766
H -1.33180 0.36868 -1.31489
```

As for the SMILES: O=[SH]#P(Cl)CCl. The value obtained for the energy above the lowest of the compared OMol25 structures with the same formula, charge and spin is 100.11 kcal per mole. Its gap between HOMO and LUMO is 8.2 eV. Its total charge is 0.

Mulliken population analysis, charges in e, atoms 1 to 4:
1 Cl -0.157
2 Cl -0.156
3 S 0.201
4 P 0.211



The following is a DFT calculation (ωB97M-V/def2-TZVPD) of CH3Cl2OPS as an isolated structure at a distorted geometry.

Geometry as XYZ:
```
9
CH3Cl2OPS, DFT ωB97M-V/def2-TZVPD
Cl 1.15639 0.95716 1.64654
Cl -0.90495 -0.31105 -2.20491
S 0.94738 -2.28322 -0.10356
P -0.05765 -0.66313 -0.26061
O -1.26893 -0.46567 0.75956
C 0.62587 1.02949 -0.05252
H -0.15397 1.65353 -0.21017
H -1.81591 -1.19736 1.02411
H 1.47178 1.28024 -0.59844
```

The value obtained for the energy above the lowest of the compared OMol25 structures with the same formula, charge and spin is 18.47 kcal per mole. Its gap between HOMO and LUMO is 10.1 eV. Its total charge is 0.

Mulliken population analysis, charges in e, atoms 1 to 4:
1 Cl -0.140
2 Cl -0.271
3 S -0.309
4 P 0.670



The following is a DFT calculation (ωB97M-V/def2-TZVPD) of a 2-piece molecular cluster, CH3Cl2P overall at a distorted geometry.

Geometry as XYZ:
```
7
CH3Cl2P, DFT ωB97M-V/def2-TZVPD
Cl -1.31886 1.42327 -0.32067
Cl -1.18042 0.44368 2.87202
P -0.61617 -0.44019 -0.77734
C 0.97241 -0.27501 -1.31519
H -1.01454 -0.69684 2.61448
H 1.50512 -1.08279 -1.73265
H 1.65245 0.62789 -1.34064
```

As for the SMILES: C=PCl.Cl. The value obtained for the energy above the lowest of the compared OMol25 structures with the same formula, charge and spin is 44.13 kcal per mole. Its gap between HOMO and LUMO is 9.6 eV. Its total charge is 0.

Mulliken population analysis, charges in e, atoms 1 to 4:
1 Cl -0.179
2 Cl -0.209
3 P 0.105
4 C -0.446



The following is a DFT calculation (ωB97M-V/def2-TZVPD) of a 2-piece molecular cluster, CH3Cl3O overall at a distorted geometry.

Geometry as XYZ:
```
8
CH3Cl3O, DFT ωB97M-V/def2-TZVPD
Cl 1.10784 2.07200 2.71056
Cl 0.90334 -0.02031 0.77795
Cl -0.87217 -0.17341 3.01195
O -1.25394 -1.02288 -3.90516
C 0.66906 0.37394 2.47926
H 1.42757 -0.22799 3.01984
H -0.57504 -0.53132 -3.38969
H -1.40667 -0.47003 -4.70471
```

As for the SMILES: ClC(Cl)Cl.O. The value obtained for the energy above the lowest of the compared OMol25 structures with the same formula, charge and spin is 0.91 kcal per mole. Its gap between HOMO and LUMO is 11.7 eV. Its total charge is 0.

Mulliken population analysis, charges in e, atoms 1 to 4:
1 Cl -0.118
2 Cl -0.124
3 Cl -0.100
4 O -0.644



The following is a DFT calculation (ωB97M-V/def2-TZVPD) of a 2-piece molecular cluster, CH3Cl3Si overall at a distorted geometry.

Geometry as XYZ:
```
8
CH3Cl3Si, DFT ωB97M-V/def2-TZVPD
Cl -1.38356 -2.49613 0.89191
Cl -1.71635 1.19899 1.53193
Cl -1.59217 1.36500 -1.56086
Si -0.73725 0.43602 0.07249
C 1.08204 -0.05915 -0.24046
H 1.59043 0.40880 -1.08640
H 1.18240 -1.16281 -0.20194
H 1.57446 0.30928 0.59332
```

The value obtained for the energy above the lowest of the compared OMol25 structures with the same formula, charge and spin is 78.58 kcal per mole. Its gap between HOMO and LUMO is 7.9 eV. Its total charge is 0.

Mulliken population analysis, charges in e, atoms 1 to 4:
1 Cl -0.587
2 Cl -0.057
3 Cl -0.180
4 Si 0.767



The following is a DFT calculation (ωB97M-V/def2-TZVPD) of a 2-piece molecular cluster, CH3ClFN overall at a distorted geometry.

Geometry as XYZ:
```
7
CH3ClFN, DFT ωB97M-V/def2-TZVPD
Cl 3.20579 -0.81114 -0.09430
F 2.49986 1.59735 -0.20847
N 2.41549 0.46240 0.64847
C 0.04186 -0.03415 -0.01944
H 0.39501 -0.49460 -0.91580
H -0.38609 0.93435 0.09672
H -0.33475 -0.46021 0.94647
```

The value obtained for the energy above the lowest of the compared OMol25 structures with the same formula, charge and spin is 107.32 kcal per mole. Its gap between HOMO and LUMO (alpha / beta) is 10.0 / 8.0 eV. Its total charge is 0.

Mulliken population analysis, charges in e, atoms 1 to 4:
1 Cl 0.017
2 F -0.148
3 N -0.006
4 C -0.829



The following is a DFT calculation (ωB97M-V/def2-TZVPD) of a 2-piece molecular cluster, CH3ClFOP overall at a distorted geometry.

Geometry as XYZ:
```
8
CH3ClFOP, DFT ωB97M-V/def2-TZVPD
Cl 1.21651 -0.99814 1.84303
P -0.55338 -0.65102 1.01527
F 0.81254 3.63172 2.03613
O -0.02123 -1.01864 -0.45479
C -0.52094 -1.22689 -1.62927
H -1.69193 -1.17890 -1.67266
H 0.08329 -1.66800 -2.39575
H 0.67514 3.10986 1.25805
```

The value obtained for the energy above the lowest of the compared OMol25 structures with the same formula, charge and spin is 118.49 kcal per mole. Its gap between HOMO and LUMO (alpha / beta) is 8.1 / 7.2 eV. Its total charge is 0.

Mulliken population analysis, charges in e, atoms 1 to 4:
1 Cl -0.170
2 P 0.069
3 F -0.399
4 O -0.069



The following is a DFT calculation (ωB97M-V/def2-TZVPD) of a 2-piece molecular cluster, CH3ClIN overall at a distorted geometry.

Geometry as XYZ:
```
7
CH3ClIN, DFT ωB97M-V/def2-TZVPD
I 3.98128 -0.85904 -0.37663
Cl -0.45245 -1.11415 -0.71732
N -1.72993 0.05957 -0.85947
C -1.83372 0.90174 0.04146
H -1.11196 0.80779 0.95522
H -2.68146 1.60460 -0.13611
H 3.82823 -1.40050 1.09285
```

As for the SMILES: C=NCl.I. The value obtained for the energy above the lowest of the compared OMol25 structures with the same formula, charge and spin is 32.46 kcal per mole. Its gap between HOMO and LUMO is 10.8 eV. Its total charge is 0.

Mulliken population analysis, charges in e, atoms 1 to 4:
1 I -0.097
2 Cl -0.087
3 N -0.222
4 C -0.195



The following is a DFT calculation (ωB97M-V/def2-TZVPD) of CH3ClINO as an isolated structure at a distorted geometry.

Geometry as XYZ:
```
8
CH3ClINO, DFT ωB97M-V/def2-TZVPD
I -4.22386 -0.37492 0.01442
Cl -2.60286 2.22679 -0.13485
O -1.51304 0.00444 0.68444
N -2.38086 0.47541 -0.30810
C -0.22468 -0.22105 0.14239
H 0.54281 -0.02976 0.97438
H -0.00880 -1.26454 -0.14330
H 0.08228 0.60135 -0.54160
```

The value obtained for the energy above the lowest of the compared OMol25 structures with the same formula, charge and spin is 0.00 kcal per mole. Its gap between HOMO and LUMO is 8.8 eV. Its total charge is 0.

Mulliken population analysis, charges in e, atoms 1 to 4:
1 I 0.225
2 Cl -0.038
3 O -0.139
4 N -0.294



The following is a DFT calculation (ωB97M-V/def2-TZVPD) of one molecule with the formula CH3ClN2 at a distorted geometry.

Geometry as XYZ:
```
7
CH3ClN2, DFT ωB97M-V/def2-TZVPD
Cl -1.81250 1.04899 -1.86063
N 0.78034 -0.22253 0.85280
N -0.13471 -0.09125 -0.16544
C -0.57066 0.96885 -0.65347
H -0.08776 1.86002 -0.34958
H -0.46520 -0.89982 -0.73461
H 0.80532 -1.17799 1.15140
```

The value obtained for the energy above the lowest of the compared OMol25 structures with the same formula, charge and spin is 82.25 kcal per mole. Its gap between HOMO and LUMO (alpha / beta) is 8.9 / 8.9 eV. Its total charge is 0.

Mulliken population analysis, charges in e, atoms 1 to 4:
1 Cl -0.161
2 N -0.803
3 N 0.264
4 C -0.092



The following is a DFT calculation (ωB97M-V/def2-TZVPD) of a 2-piece molecular cluster, CH3ClN2 overall at a distorted geometry.

Geometry as XYZ:
```
7
CH3ClN2, DFT ωB97M-V/def2-TZVPD
Cl 3.03441 -0.08632 0.04271
N 1.36481 0.51201 -0.06494
N 0.38584 -1.52315 -0.04562
C 0.25856 -0.30100 -0.05884
H -1.00098 0.70866 -0.16645
H 1.22209 1.39431 -0.45494
H -0.22925 -2.22851 -0.00343
```

The value obtained for the energy above the lowest of the compared OMol25 structures with the same formula, charge and spin is 101.77 kcal per mole. Its gap between HOMO and LUMO is 9.6 eV. Its total charge is 0.

Mulliken population analysis, charges in e, atoms 1 to 4:
1 Cl -0.063
2 N -0.231
3 N -0.461
4 C 0.140



The following is a DFT calculation (ωB97M-V/def2-TZVPD) of one molecule with the formula CH3ClN2 at a distorted geometry.

Geometry as XYZ:
```
7
CH3ClN2, DFT ωB97M-V/def2-TZVPD
Cl 2.05084 0.30036 0.09051
N -1.16295 0.97810 0.31612
N -0.58878 0.28501 -0.51381
C 0.56296 -0.65587 -0.00389
H 0.31144 -0.96817 1.01536
H -1.85512 1.53972 -0.21101
H 0.68161 -1.47915 -0.69328
```

The value obtained for the energy above the lowest of the compared OMol25 structures with the same formula, charge and spin is 0.00 kcal per mole. Its gap between HOMO and LUMO (alpha / beta) is 8.4 / 9.5 eV. Its total charge is 0. Its spin multiplicity is 3.

Mulliken population analysis, charges in e, atoms 1 to 4:
1 Cl -0.173
2 N -0.452
3 N 0.026
4 C -0.183



The following is a DFT calculation (ωB97M-V/def2-TZVPD) of a 2-piece molecular cluster, CH3ClN2O2 overall at a distorted geometry.

Geometry as XYZ:
```
9
CH3ClN2O2, DFT ωB97M-V/def2-TZVPD
Cl -2.15439 0.37004 0.16078
O 1.65128 1.91813 0.19081
O 1.78109 -1.77715 0.24190
N 0.61175 1.25111 0.04391
N 0.52346 -0.00258 -0.20979
C -0.71468 -0.71337 -0.11603
H -0.64671 -1.33876 0.79839
H -0.27774 1.84490 -0.16756
H -0.77407 -1.55234 -0.94241
```

The value obtained for the energy above the lowest of the compared OMol25 structures with the same formula, charge and spin is 161.36 kcal per mole. Its gap between HOMO and LUMO is 8.3 eV. Its total charge is 0.

Mulliken population analysis, charges in e, atoms 1 to 4:
1 Cl -0.224
2 O -0.510
3 O -0.258
4 N 0.364



The following is a DFT calculation (ωB97M-V/def2-TZVPD) of a 2-piece molecular cluster, CH3ClN2O2 overall at a distorted geometry.

Geometry as XYZ:
```
9
CH3ClN2O2, DFT ωB97M-V/def2-TZVPD
Cl 1.41959 0.19768 0.38264
O -1.33912 -1.23765 -0.67132
O 0.05191 0.87014 -1.69818
N 0.25904 1.24278 -0.37193
N -0.67181 -2.59295 1.21076
C -1.08940 -2.00324 0.21942
H -0.75589 0.21537 -1.62241
H -0.40363 -3.49170 1.58514
H 0.68255 2.25338 -0.38160
```

The value obtained for the energy above the lowest of the compared OMol25 structures with the same formula, charge and spin is 31.18 kcal per mole. Its gap between HOMO and LUMO (alpha / beta) is 5.9 / 8.3 eV. Its total charge is 0. Its spin multiplicity is 3.

Mulliken population analysis, charges in e, atoms 1 to 4:
1 Cl -0.282
2 O -0.546
3 O -0.348
4 N -0.111



The following is a DFT calculation (ωB97M-V/def2-TZVPD) of one molecule with the formula CH3ClN2S at a distorted geometry.

Geometry as XYZ:
```
8
CH3ClN2S, DFT ωB97M-V/def2-TZVPD
Cl -1.18334 2.61240 -1.86161
S 1.16663 0.90218 -1.49618
N -1.04736 0.57103 0.13091
N 1.22841 -0.48534 -0.45485
C -0.41531 1.30642 -1.08524
H 0.26284 -0.28071 0.12894
H 2.16628 -0.59950 -0.01905
H -2.04189 0.62058 0.25379
```

As for the SMILES: [H]/N=C(\Cl)SN. The value obtained for the energy above the lowest of the compared OMol25 structures with the same formula, charge and spin is 57.31 kcal per mole. Its gap between HOMO and LUMO is 8.5 eV. Its total charge is 0.

Mulliken population analysis, charges in e, atoms 1 to 4:
1 Cl -0.115
2 S 0.058
3 N -0.639
4 N -0.552



The following is a DFT calculation (ωB97M-V/def2-TZVPD) of a 2-piece molecular cluster, CH3ClNO2 overall at a distorted geometry.

Geometry as XYZ:
```
8
CH3ClNO2, DFT ωB97M-V/def2-TZVPD
Cl -0.59024 3.12624 1.65320
O 0.41939 -1.95407 -1.14369
O -1.06463 -1.59752 0.35939
N -0.16701 -1.24913 -0.36290
C 0.28166 0.16857 -0.17803
H 0.89644 0.18250 0.71587
H -0.59257 0.78870 0.00390
H 0.81698 0.53470 -1.04775
```

The value obtained for the energy above the lowest of the compared OMol25 structures with the same formula, charge and spin is 0.00 kcal per mole. Its gap between HOMO and LUMO is 7.4 eV. Its total charge is -1.

Mulliken population analysis, charges in e, atoms 1 to 4:
1 Cl -0.936
2 O -0.564
3 O -0.522
4 N 0.831